Computed, not measured: a gas-phase ion, C4H5N2O3 (charge +1) at a distorted geometry, with wB97M-V/def2-TZVPD.

## Properties
LUMO (spin up / spin down): -7.898 / -7.379 eV
energy relative to the best compared isomer or geometry (same formula, charge and spin): 236.7 kcal/mol
HOMO (spin up / spin down): -15.76 / -15.68 eV
calculated total energy: -13334.2541 eV
net charge: +1

Atoms and positions in Å:
O1 -3.30141 -0.16555 -0.18630
N1 -2.17256 -0.45159 -0.03296
O2 -1.56027 -1.49425 -0.24075
C1 -1.35183 0.65100 0.69195
N2 -0.04771 1.00909 -0.03287
O3 0.16166 2.18123 -0.33414
C2 0.90047 0.09947 -0.22526
C3 1.35259 -1.18631 -0.17963
C4 2.34244 -0.19809 -0.65198
H1 -1.86601 1.72014 0.74295
H2 -1.21688 0.21359 1.87528
H3 0.85749 -2.10848 0.21651
H4 3.14978 0.07641 0.04784
H5 2.75226 -0.34666 -1.69063

Mulliken atomic charge list, values in e, 6 entries: -0.46, 0.92, -0.51, -0.49, 0.52, -0.34